{"formula": "C79H65BF3GeN3O2P2S2ScTe", "method": "ωB97M-V with the def2-TZVPD basis set", "species": ["Te", "Ge", "Sc", "S", "S", "P", "P", "F", "F", "F", "O", "O", "N", "N", "N", "C", "C", "C", "C", "C", "C", "C", "C", "C", "C", "C", "C", "C", "C", "C", "C", "C", "C", "C", "C", "C", "C", "C", "C", "C", "C", "C", "C", "C", "C", "C", "C", "C", "C", "C", "C", "C", "C", "C", "C", "C", "C", "C", "C", "C", "C", "C", "C", "C", "C", "C", "C", "C", "C", "C", "C", "C", "C", "C", "C", "C", "C", "C", "C", "C", "C", "C", "C", "C", "C", "C", "C", "C", "C", "C", "C", "C", "C", "C", "B", "H", "H", "H", "H", "H", "H", "H", "H", "H", "H", "H", "H", "H", "H", "H", "H", "H", "H", "H", "H", "H", "H", "H", "H", "H", "H", "H", "H", "H", "H", "H", "H", "H", "H", "H", "H", "H", "H", "H", "H", "H", "H", "H", "H", "H", "H", "H", "H", "H", "H", "H", "H", "H", "H", "H", "H", "H", "H", "H", "H", "H", "H", "H", "H", "H"], "coordinates": [[4.06091, 3.00301, 1.11063], [-2.48949, -2.14016, 0.87278], [-0.11936, -0.63081, 0.85076], [-2.10259, 1.42449, 2.19594], [1.82548, -4.86468, 2.14072], [2.63432, -0.04963, 0.65067], [0.74689, 2.17815, 0.57201], [-1.55273, 1.39433, 10.16374], [-0.74940, -0.57666, 10.54515], [0.57823, 1.11849, 10.40723], [0.69343, -0.16330, -2.50265], [-1.35592, -1.15460, -2.40160], [3.90085, 5.43832, -3.12189], [-2.97082, 3.62424, 1.01125], [0.92253, -2.80013, 0.89584], [0.83890, -0.04851, -4.96600], [-5.35378, -1.14847, -2.83898], [1.39220, -3.67802, -0.08761], [0.87198, -1.28535, -8.33810], [-1.72578, -1.25417, -4.84408], [0.23296, -0.37117, -3.77115], [-1.09883, 0.65756, 6.12864], [3.23767, 0.58124, 3.34569], [-2.37385, -4.90584, 1.98542], [3.44812, 5.35944, -0.76758], [0.17493, -0.59190, 3.07427], [2.37283, -5.64166, -1.78033], [-4.03755, -0.48619, -0.94518], [-1.69102, 2.40287, -2.69222], [-3.68042, -1.85207, 2.43508], [-4.60978, 1.95219, 1.15765], [-5.04136, -1.57762, 2.29175], [-3.81679, 4.47093, 0.38116], [-3.16678, -1.85744, 3.73448], [-0.04699, -0.13927, 5.67651], [-4.84091, -0.14830, -2.02166], [3.75765, 0.29214, 4.59804], [-1.32958, -6.05230, -0.30867], [0.66630, -0.46653, 7.95629], [2.07975, 0.67948, -7.42558], [0.83409, -0.70249, 6.60592], [0.14033, -0.33240, -6.14283], [2.49799, 1.77220, 0.51216], [-5.31386, -1.30875, 4.66811], [-3.73025, -1.81125, -0.63406], [-1.12517, -0.92757, -6.05705], [4.41066, -0.91136, 4.81869], [4.03014, -1.52941, 2.52738], [0.11372, -0.37669, 4.27354], [1.82728, -4.45890, -2.29875], [0.45020, 3.23585, -3.39688], [-1.51514, -6.83362, 0.82393], [-0.24111, 0.95365, -8.25430], [5.34323, -0.37571, -0.09559], [1.93246, -4.86026, 0.41751], [-0.38200, 0.33579, 8.39464], [4.72278, -1.09877, -2.69794], [3.38684, -0.31417, 2.29274], [-3.96643, -1.59585, 4.83724], [-2.18530, -4.09760, 0.86416], [4.53559, -1.82706, 3.78378], [-0.04751, 6.11923, 1.38987], [6.35758, -0.62958, -1.00332], [4.05563, 4.11831, -0.67076], [0.95659, 3.01335, -2.12418], [4.61076, 3.55715, -1.81451], [4.00526, -0.48448, -0.47954], [2.43083, -5.85645, -0.42155], [-5.85041, -1.30402, 3.38891], [-0.87183, 2.92654, -3.68255], [0.14417, 4.92603, 0.69969], [0.68853, 3.82964, 2.77158], [-0.53345, 0.57087, 9.87128], [-5.06629, -2.47348, -2.54967], [-2.04123, -6.25519, 1.96978], [-1.26477, 0.89447, 7.48403], [3.70531, -0.84606, -1.78766], [-1.18691, 2.19221, -1.41755], [4.50392, 4.25795, -3.00744], [0.14313, 2.48962, -1.12671], [0.71338, 0.00237, -7.52124], [-3.27694, 2.36379, 1.42254], [-1.00957, -0.96101, -3.70484], [-1.65831, -4.70449, -0.27976], [3.39465, 5.97022, -2.01513], [0.52637, 3.77914, 1.38823], [1.33845, -3.47685, -1.46739], [1.10195, -3.31326, 2.07437], [-5.08916, 4.07898, 0.11154], [-4.26966, -2.79654, -1.45566], [-5.48076, 2.78389, 0.51780], [0.50637, 5.01855, 3.45533], [0.14141, 6.16872, 2.76273], [6.04840, -0.99217, -2.30874], [-0.31891, -0.64082, -1.59526], [-0.33642, 7.00998, 0.84678], [-2.10775, -2.04328, 3.89058], [-0.00293, 7.09801, 3.29639], [0.63524, 5.04482, 4.52830], [1.34879, -0.90361, 8.67309], [-0.92161, -6.48825, -1.21220], [-5.94009, -1.09737, 5.52517], [-0.42041, 1.85276, -7.66337], [4.91638, 3.84057, -3.91891], [-4.06889, -3.84105, -1.24480], [-2.19835, -6.85767, 2.85573], [-0.08263, -1.79081, -8.47774], [1.80808, 0.42420, -4.96943], [4.47041, -1.38403, -3.71042], [-1.82141, 1.74716, -0.66097], [-6.48714, 2.44199, 0.31788], [5.09202, 2.58888, -1.79378], [-1.20450, 0.48348, -8.44841], [1.64809, -1.31995, 6.25188], [-1.25903, -7.88544, 0.81063], [-2.79354, -4.48099, 2.88979], [5.03239, -2.77408, 3.94942], [6.84187, -1.19399, -3.01613], [4.14001, -2.25343, 1.72729], [0.18293, 1.25518, -9.21351], [-3.53532, -1.60708, 5.83082], [1.78098, -4.31637, -3.36972], [4.81343, -1.13907, 5.79681], [-5.97493, -0.89595, -3.68922], [0.00693, 4.89688, -0.37638], [2.84080, -6.77082, -0.01780], [-2.08167, 1.51147, 7.82992], [2.68385, 1.50055, 3.20584], [0.92283, 2.92427, 3.32141], [-1.25850, 3.07298, -4.68283], [-2.70510, -1.70848, -4.79014], [-3.61575, 0.30444, -0.33363], [-4.89281, 0.95919, 1.48093], [-5.76746, 4.74797, -0.39356], [-6.90357, -1.09656, 3.24491], [-5.06316, 0.89209, -2.23179], [0.90582, -2.57596, -1.86960], [2.44819, 0.90096, -8.42788], [-1.78448, 1.07815, 5.40502], [-1.49592, -4.10922, -1.17390], [1.99284, 3.22506, -1.91960], [2.74772, -6.39913, -2.45532], [1.28123, -1.06002, -9.32470], [3.63112, 0.99922, 5.40685], [2.02833, 1.62008, -6.87623], [-2.71288, 2.12272, -2.91617], [2.81469, 0.03843, -6.93731], [-1.66548, -1.14668, -6.96799], [-3.40698, 5.43614, 0.12420], [-2.01705, 3.92201, 1.20253], [2.99521, 5.83580, 0.09083], [-5.48700, -1.58069, 1.30325], [-5.46807, -3.26181, -3.17377], [1.54723, -1.98041, -7.83806], [2.67284, -0.91249, -2.10321], [0.79911, -2.79778, 2.97404], [5.60055, -0.08640, 0.91596], [1.09563, 3.63622, -4.16737], [7.38921, -0.54143, -0.69064], [2.91090, 6.93424, -2.12478]], "e_homo_ev": [-6.71, -6.70], "largest_force_ev_per_a": 0.9, "relative_energy_kj_mol": 0.0, "spin_multiplicity": 2, "e_tot_ha": -8273.43252, "gap_ev": [6.451, 4.662]}

{"formula": "C40H34CuN8O3", "method": "ωB97M-V with the def2-TZVPD basis set", "species": ["Cu", "O", "O", "O", "N", "N", "N", "N", "N", "N", "N", "N", "C", "C", "C", "C", "C", "C", "C", "C", "C", "C", "C", "C", "C", "C", "C", "C", "C", "C", "C", "C", "C", "C", "C", "C", "C", "C", "C", "C", "C", "C", "C", "C", "C", "C", "C", "C", "C", "C", "C", "C", "H", "H", "H", "H", "H", "H", "H", "H", "H", "H", "H", "H", "H", "H", "H", "H", "H", "H", "H", "H", "H", "H", "H", "H", "H", "H", "H", "H", "H", "H", "H", "H", "H", "H"], "coordinates": [[0.34157, 1.16046, 0.71260], [-3.11744, -1.45781, 1.01263], [-2.17409, 2.89897, -3.58550], [-4.05402, -2.93905, -1.58368], [4.11981, 1.95651, -0.93454], [3.44445, 0.04154, 0.18561], [-0.74861, 1.53469, 2.41534], [1.90391, 0.71453, 1.84656], [-0.73544, -0.38121, -0.22265], [1.15866, 1.66616, 3.88934], [-2.30328, -1.16108, -1.82107], [-1.73732, 1.07685, -1.76046], [4.63343, 0.32092, -3.20240], [6.02372, 0.51542, 4.01973], [1.03554, 3.44392, -0.96555], [-0.79689, 2.83489, 4.49388], [-1.95767, -2.17052, 1.11858], [-0.46442, -3.99466, -3.32642], [0.82328, 4.31937, -2.02498], [4.07718, 0.66488, -0.82503], [-0.75893, -1.52470, 0.55463], [3.18476, 0.38429, 1.41540], [3.79678, 0.79175, 5.01612], [-2.15724, 3.02891, 4.39505], [-2.04013, 1.71432, 2.34276], [-0.62410, -3.95857, 1.98936], [3.26477, 0.64515, 3.70622], [0.19600, 2.39685, -0.79856], [-2.63779, 3.95540, -4.46791], [-1.12840, 3.17241, -2.73711], [0.45535, -2.20468, 0.79562], [0.49825, -3.44792, 1.40879], [-1.95141, -2.44421, -2.23158], [-0.85385, 2.14955, -1.70803], [-4.28182, -1.97240, 1.68357], [4.07624, 0.37361, 2.59323], [-5.30998, -3.63973, -1.63195], [-0.09943, 1.98165, 3.56380], [-1.86613, -3.29676, 1.90635], [-2.91471, -3.45102, -2.10564], [4.71627, 1.77713, -3.29934], [5.48232, 0.27320, 2.73168], [-0.71487, -2.70677, -2.88490], [5.18174, 0.76727, 5.14361], [-1.54000, -0.17912, -1.21184], [-1.39106, -5.01238, -3.03743], [1.94809, 0.96293, 3.17987], [-2.80496, 2.44890, 3.26587], [4.48214, 2.50108, -2.14739], [4.41980, -0.22426, -1.94060], [-0.21138, 4.17948, -2.93904], [-2.64884, -4.78588, -2.48623], [6.14612, 0.01666, 1.90235], [-2.51374, 1.17663, 1.51436], [-3.38061, -5.59293, -2.39997], [4.99281, -0.31670, -4.00944], [3.14172, 0.95058, 5.87757], [-4.99358, -1.13657, 1.41964], [-0.53122, -4.93876, 2.37606], [-3.89127, 2.60354, 3.06212], [-2.81309, -3.63573, 2.33690], [1.37136, -1.82014, 0.32915], [5.70650, 0.78319, 6.10278], [0.33868, -4.22091, -3.99081], [4.21608, -1.29360, -1.76579], [-1.99827, 4.20283, -5.36315], [-0.35630, 4.95470, -3.68683], [-5.38075, -4.64089, -1.18967], [-2.18440, 1.02645, -2.66721], [-3.58830, 3.62974, -4.84704], [-5.61165, -3.60322, -2.70369], [-0.13222, 3.37079, 5.19319], [-2.79055, 3.62885, 5.08350], [7.09698, 0.39024, 4.18749], [-6.04028, -3.05924, -1.07031], [1.47896, -3.85721, 1.57022], [1.78024, 3.51278, -0.14948], [-1.13498, -6.08884, -3.17326], [1.54723, 5.13247, -2.16072], [-4.69247, -2.96478, 1.33562], [4.87154, 2.26285, -4.28701], [-0.05336, -1.87405, -3.05665], [4.56940, 3.61921, -2.15340], [-2.87579, 4.90617, -3.92856], [-3.27749, -0.88278, -2.01379], [-4.25717, -1.94156, 2.81945]], "e_homo_ev": [-2.80, -2.80], "largest_force_ev_per_a": 4.5, "relative_energy_kj_mol": 202.7, "spin_multiplicity": 1, "e_tot_ha": -3848.84814, "gap_ev": [4.911, 4.913], "total_charge": -1}

{"formula": "C40H38Br2N5O3S2SiW", "method": "ωB97M-V with the def2-TZVPD basis set", "species": ["W", "Br", "Br", "S", "S", "Si", "O", "O", "O", "N", "N", "N", "N", "N", "C", "C", "C", "C", "C", "C", "C", "C", "C", "C", "C", "C", "C", "C", "C", "C", "C", "C", "C", "C", "C", "C", "C", "C", "C", "C", "C", "C", "C", "C", "C", "C", "C", "C", "C", "C", "C", "C", "C", "C", "H", "H", "H", "H", "H", "H", "H", "H", "H", "H", "H", "H", "H", "H", "H", "H", "H", "H", "H", "H", "H", "H", "H", "H", "H", "H", "H", "H", "H", "H", "H", "H", "H", "H", "H", "H", "H", "H"], "coordinates": [[0.32121, -0.16963, -0.26488], [6.26626, 1.38474, 2.58966], [1.92436, 6.32897, -1.59920], [2.96507, -0.03712, -2.71095], [0.16086, -0.14005, -4.57457], [0.93408, -3.77100, -0.11867], [2.75495, 1.10779, -3.56124], [3.80738, 0.08444, -1.55587], [0.79437, -2.15969, -0.02328], [1.49714, -0.51832, -2.12083], [-0.72331, -0.50333, -2.19645], [0.88237, 1.86714, -0.96540], [2.21956, 0.25237, 0.68303], [4.86434, -4.53786, -6.00962], [-1.35274, 1.34228, 0.60609], [2.68863, 1.51510, 0.57772], [5.48194, -4.89867, 0.36250], [-1.05047, -4.69350, 3.49050], [2.76683, -4.23839, -0.00946], [3.52920, -4.78472, -1.04030], [3.86870, -2.35409, -5.85330], [-0.70157, -6.02102, 3.67590], [0.58200, -5.94480, 1.64600], [3.40484, -4.06379, 1.22554], [0.62394, -3.94050, -2.96061], [-1.50798, -0.92394, 0.90006], [2.22012, 3.77414, -0.42898], [0.39329, -0.44701, -2.90136], [3.42621, -1.30248, -5.08032], [0.23018, -4.60789, 1.42208], [-0.58664, -4.00389, 2.37671], [0.22362, 2.59245, -1.87386], [4.56687, -3.51414, -3.85341], [0.05126, -6.00786, -1.69944], [-0.37687, 0.96934, 1.56983], [-1.83479, -0.34124, -2.99566], [2.94102, -0.67408, 1.31098], [-0.47913, -0.44692, 1.77645], [-2.04227, 0.18885, 0.21502], [4.86755, -5.11628, -0.85986], [1.90094, 2.43297, -0.28993], [4.11653, -2.46492, -3.08503], [4.15634, -0.38413, 1.89983], [3.53400, -1.35916, -3.69404], [3.89159, 1.88378, 1.14759], [4.74226, -4.37293, 1.41347], [0.12210, -6.64578, 2.74835], [4.62590, 0.91404, 1.82130], [4.44662, -3.48169, -5.25172], [-1.41075, -4.00429, -1.52428], [0.51434, 3.91911, -2.11307], [1.51330, 4.51962, -1.36066], [0.04943, -4.47899, -1.64488], [-1.54811, -0.15634, -4.30093], [3.00879, 4.23290, 0.14560], [-0.57399, 2.09228, -2.40799], [2.51740, -1.66517, 1.30576], [-0.07318, -4.15243, -3.77966], [-0.44447, -6.45046, -0.83479], [6.52342, -5.15718, 0.50456], [5.45248, -5.23747, -5.59446], [1.24881, -6.44976, 0.95488], [-2.82628, -0.41181, -2.57929], [1.57610, -4.40607, -3.22708], [4.28906, 2.88146, 1.05119], [3.02873, -0.41648, -5.55689], [-1.68371, -4.19135, 4.21134], [5.02348, -4.37244, -3.37527], [0.41275, -7.67907, 2.88946], [-1.83761, -1.94323, 0.78482], [-0.87287, -2.96431, 2.26421], [2.82817, -3.71336, 2.07838], [3.78530, -2.30487, -6.93159], [1.06086, -6.42006, -1.76038], [4.94968, -4.42393, -7.00352], [5.42971, -5.55936, -1.67361], [-2.82337, 0.14962, -0.52452], [-1.89539, -4.41711, -0.63508], [4.21339, -2.50558, -2.00723], [-2.24534, -0.05533, -5.11539], [0.06782, -1.02973, 2.49658], [5.20301, -4.23363, 2.38411], [-0.49131, -6.33970, -2.59164], [-0.03971, 4.46881, -2.85934], [0.26645, 1.64394, 2.10989], [-1.47961, -2.91408, -1.47903], [3.08135, -4.96476, -2.00991], [0.78961, -2.86718, -2.92858], [4.71677, -1.16908, 2.38653], [-1.98474, -4.33623, -2.39594], [-1.05920, -6.56537, 4.54023], [-1.52359, 2.33736, 0.23115]], "e_homo_ev": -9.92, "largest_force_ev_per_a": 1.1, "relative_energy_kj_mol": 30.8, "spin_multiplicity": 1, "e_tot_ha": -8347.51731, "gap_ev": 6.240, "total_charge": 1}